[1]
Entry from OMol25: a molecular structure, C28H32CoN5O8P2Se (the ωB97M-V functional and the def2-TZVPD basis).

Cartesian coordinates (Å):
Co: 0.86 0.23 0.84
C: -2.20 -2.47 2.36
C: -1.51 -1.57 1.52
N: -0.38 -1.02 1.89
C: 0.10 -1.26 3.12
C: -0.51 -2.13 4.02
C: -1.69 -2.76 3.59
C: 0.08 -2.30 5.32
C: 1.16 -1.59 5.69
C: 1.77 -0.64 4.80
C: 2.83 0.21 5.16
C: 3.29 1.13 4.25
C: 2.71 1.18 2.97
N: 1.75 0.37 2.60
C: 1.26 -0.51 3.50
H: -3.13 -2.90 2.01
H: -1.90 -1.30 0.54
H: -2.20 -3.45 4.26
H: -0.38 -3.00 6.01
H: 1.59 -1.70 6.68
H: 3.26 0.14 6.15
H: 4.08 1.82 4.50
H: 3.04 1.91 2.24
N: 2.72 -0.86 -2.42
C: 1.60 -1.81 -2.06
C: 1.54 -2.88 -3.14
P: 0.11 -0.71 -2.11
O: -1.03 -1.73 -2.47
O: 0.47 0.26 -3.18
O: -0.18 -0.18 -0.71
P: 2.05 -2.51 -0.42
O: 0.81 -3.51 -0.13
O: 3.30 -3.27 -0.59
O: 2.02 -1.36 0.57
H: 2.33 -0.27 -3.18
H: 3.56 -1.37 -2.66
H: 2.93 -0.22 -1.63
H: 1.35 -2.43 -4.12
H: 0.72 -3.56 -2.93
H: 2.47 -3.45 -3.16
H: -1.94 -1.39 -2.20
H: 0.01 -3.02 0.10
Se: -3.53 -0.25 -1.21
C: -5.29 -0.95 -1.35
C: -5.66 -1.92 -2.29
C: -6.96 -2.39 -2.33
N: -7.93 -1.98 -1.51
C: -7.58 -1.05 -0.62
C: -6.31 -0.52 -0.50
H: -4.92 -2.30 -2.98
H: -7.23 -3.14 -3.06
H: -8.38 -0.71 0.04
H: -6.11 0.23 0.25
O: -0.32 1.61 1.22
O: -0.07 2.32 2.27
C: 0.15 3.37 -3.43
N: 0.21 4.00 -2.12
C: -1.01 4.76 -1.89
C: 0.38 3.01 -1.06
C: 1.80 2.49 -0.92
C: 2.82 3.18 -1.57
C: 4.16 2.80 -1.47
C: 4.49 1.72 -0.67
C: 3.48 1.03 0.00
C: 2.12 1.38 -0.11
H: 0.09 4.15 -4.20
H: -0.71 2.70 -3.53
H: 1.04 2.77 -3.61
H: -1.13 5.50 -2.68
H: -0.95 5.28 -0.93
H: -1.91 4.12 -1.88
H: -0.31 2.17 -1.17
H: 0.12 3.50 -0.12
H: 2.55 4.04 -2.18
H: 4.92 3.36 -2.00
H: 5.52 1.41 -0.56
H: 3.75 0.18 0.60

Properties
- energy relative to the best compared isomer or geometry (same formula, charge and spin) (eV) = 0.641
- frontier orbital gap (alpha / beta) (eV) = 5.5396 / 5.5402
- HOMO level (alpha / beta) (eV) = -4.10 / -4.10
- net charge = -1
- 2S+1 = 2
- ⟨S²⟩ = 0.766

---

[2]
Entry from OMol25: 10 unconnected molecules or ions with the total composition H20O10 at a distorted geometry (the ωB97M-V functional and the def2-TZVPD basis).

Cartesian coordinates (Å):
H: 0.72 -0.28 0.78
H: -0.43 -1.10 1.33
H: -2.01 -3.75 -1.38
H: -3.21 -2.91 -0.98
H: -0.40 2.35 -1.19
H: 0.39 3.63 -0.95
H: 1.86 1.38 -0.26
H: 2.08 1.41 -1.76
H: 3.57 -2.30 0.10
H: 4.92 -1.81 -0.40
H: -0.63 4.11 2.21
H: -0.75 3.10 1.08
H: 2.51 -0.67 0.92
H: 3.77 -0.68 0.07
H: -0.88 -0.76 -1.36
H: 0.20 0.20 -1.83
H: -3.28 1.76 -0.73
H: -3.39 1.15 -2.12
H: -3.55 -1.90 3.07
H: -2.23 -2.63 3.22
O: -0.17 -0.19 1.15
O: -2.97 -3.78 -1.33
O: 0.11 2.81 -0.52
O: 1.38 1.40 -1.10
O: 4.36 -2.59 -0.37
O: -0.10 3.56 1.62
O: 3.48 -0.64 0.98
O: 0.08 -0.66 -1.40
O: -2.80 1.68 -1.57
O: -2.65 -1.91 2.73

Properties
- energy relative to the best compared isomer or geometry (same formula, charge and spin) (eV) = 6.222
- frontier orbital gap (eV) = 9.1165
- HOMO level (eV) = -9.10
- net charge = 0
- structure (SMILES) = O.O.O.O.O.O.O.O.O.O

---

[3]
Entry from OMol25: 2 unconnected molecules or ions with the total composition C10H14Si at a distorted geometry (the ωB97M-V functional and the def2-TZVPD basis).

Cartesian coordinates (Å):
C: -4.40 1.48 0.02
C: -3.65 1.17 -1.16
C: -4.11 0.67 1.10
C: -2.91 0.06 -1.26
C: -3.23 -0.34 1.05
C: -2.57 -0.78 -0.14
C: 0.90 -0.04 0.11
C: 2.32 -0.19 -0.06
C: 4.77 0.52 0.21
C: 3.27 0.58 0.48
Si: -1.22 -2.11 -0.22
H: -5.11 2.32 0.13
H: -3.86 1.76 -1.97
H: -4.54 0.69 2.04
H: -2.64 -0.18 -2.30
H: -3.11 -0.92 2.00
H: 0.58 0.48 1.05
H: 0.33 -0.01 -0.76
H: 2.72 -0.93 -0.70
H: 5.40 0.18 1.12
H: 5.18 -0.22 -0.62
H: 5.12 1.42 -0.08
H: 2.87 1.26 1.15
H: -0.94 -2.34 -1.63
H: -1.25 -3.42 0.65

Properties
- energy relative to the best compared isomer or geometry (same formula, charge and spin) (eV) = 6.079
- frontier orbital gap (alpha / beta) (eV) = 7.0489 / 6.8212
- HOMO level (alpha / beta) (eV) = -7.49 / -6.93
- net charge = 0

---

[4]
Entry from OMol25: 9 unconnected molecules or ions with the total composition C15H47NO11S (the ωB97M-V functional and the def2-TZVPD basis).

Cartesian coordinates (Å):
N: 6.92 1.96 -1.42
C: 5.89 2.76 -0.76
C: 4.53 2.92 -1.48
C: 4.19 1.83 -2.52
C: 2.72 1.34 -2.59
C: 2.47 0.11 -1.72
C: 2.39 0.51 -0.25
S: 0.92 1.49 -0.01
O: 1.24 2.61 0.82
O: -0.15 0.62 0.36
O: 0.58 1.97 -1.48
C: 1.69 2.44 -2.30
H: 6.99 1.02 -1.07
H: 6.85 1.96 -2.42
H: 5.73 2.35 0.24
H: 6.29 3.76 -0.62
H: 3.76 2.93 -0.71
H: 4.50 3.90 -1.96
H: 4.47 2.18 -3.51
H: 4.81 0.95 -2.33
H: 2.56 1.01 -3.62
H: 1.52 -0.37 -1.99
H: 3.27 -0.61 -1.87
H: 3.26 1.08 0.06
H: 2.27 -0.34 0.42
H: 1.21 2.76 -3.22
H: 2.10 3.32 -1.82
C: -0.92 -1.78 2.71
O: -1.15 -2.24 1.38
H: -1.04 -2.63 3.38
H: 0.09 -1.38 2.81
H: -1.64 -1.01 2.98
H: -1.04 -1.48 0.80
C: -4.29 -2.68 4.51
O: -3.12 -2.63 5.33
H: -4.81 -1.74 4.64
H: -4.04 -2.79 3.45
H: -4.96 -3.49 4.81
H: -2.66 -3.46 5.22
C: -7.21 -4.20 2.65
O: -6.92 -2.87 3.05
H: -6.29 -4.77 2.72
H: -7.96 -4.66 3.30
H: -7.57 -4.24 1.62
H: -7.73 -2.36 2.99
C: -0.95 -5.44 0.24
O: -1.87 -5.37 1.32
H: -1.00 -6.45 -0.18
H: -1.20 -4.71 -0.53
H: 0.07 -5.25 0.58
H: -1.82 -4.47 1.65
C: -8.45 -0.65 0.42
O: -9.37 -0.78 1.50
H: -8.46 -1.60 -0.12
H: -8.73 0.15 -0.27
H: -7.44 -0.47 0.80
H: -9.38 0.05 1.98
C: -11.17 -3.37 1.69
O: -11.49 -4.74 1.89
H: -10.26 -3.16 2.25
H: -10.97 -3.15 0.63
H: -11.96 -2.71 2.05
H: -12.29 -4.93 1.39
C: 7.38 5.79 -3.15
O: 6.53 5.75 -2.01
H: 7.42 4.79 -3.57
H: 6.99 6.47 -3.92
H: 8.39 6.10 -2.88
H: 6.49 6.62 -1.62
C: 10.87 4.52 -3.38
O: 9.92 3.77 -4.12
H: 11.19 5.34 -4.02
H: 10.44 4.93 -2.47
H: 11.74 3.91 -3.12
H: 9.63 3.04 -3.57

Properties
- energy relative to the best compared isomer or geometry (same formula, charge and spin) (eV) = 0.135
- frontier orbital gap (eV) = 9.7097
- HOMO level (eV) = -9.32
- net charge = 0
- structure (SMILES) = NCCC[C@H]1CCS(=O)(=O)OC1.CO.CO.CO.CO.CO.CO.CO.CO

---

[5]
Entry from OMol25: a molecular structure, C19H38F3O9PS at a distorted geometry (the ωB97M-V functional and the def2-TZVPD basis).

Cartesian coordinates (Å):
C: 4.61 -1.80 -0.21
P: 5.44 -0.26 -0.97
O: 4.81 -0.14 -2.60
O: 4.94 1.08 0.02
S: 3.43 1.70 -0.46
O: 3.25 3.01 0.39
O: 2.15 0.59 -0.11
C: 1.44 0.44 -1.41
C: 0.74 -1.03 -1.63
C: -0.46 -1.39 -0.57
F: -0.54 -0.50 0.62
F: -1.76 -1.45 -1.32
F: -0.22 -2.82 -0.12
H: 5.33 -2.20 0.65
H: 4.50 -2.62 -1.05
H: 3.56 -1.58 0.26
H: 4.48 -1.07 -2.84
H: 2.29 0.53 -2.24
H: 0.72 1.36 -1.60
H: 1.54 -1.88 -1.63
H: 0.24 -1.03 -2.71
C: -1.30 2.23 1.48
C: -1.65 2.90 0.18
O: -1.64 2.27 -0.88
C: -2.03 4.35 0.22
H: -1.05 1.18 1.30
H: -0.43 2.72 1.93
H: -2.16 2.28 2.16
H: -1.19 4.94 0.61
H: -2.91 4.49 0.84
H: -2.25 4.70 -0.80
C: -4.96 2.48 -0.94
C: -6.06 3.38 -0.44
O: -5.96 4.61 -0.50
C: -7.29 2.73 0.14
H: -4.14 3.09 -1.33
H: -4.59 1.86 -0.12
H: -5.34 1.84 -1.74
H: -7.01 2.13 1.01
H: -7.77 2.11 -0.62
H: -7.99 3.50 0.46
C: 8.65 2.91 -0.27
C: 9.39 1.61 -0.34
O: 9.15 0.70 0.45
C: 10.43 1.46 -1.41
H: 7.92 2.88 0.55
H: 9.35 3.73 -0.09
H: 8.10 3.08 -1.21
H: 11.21 2.21 -1.28
H: 9.97 1.56 -2.40
H: 10.89 0.46 -1.34
C: -2.55 -1.56 2.38
C: -3.64 -0.65 2.88
O: -3.54 0.57 2.81
C: -4.87 -1.31 3.46
H: -1.72 -0.95 1.99
H: -2.17 -2.17 3.20
H: -2.93 -2.19 1.57
H: -4.59 -1.91 4.33
H: -5.35 -1.93 2.70
H: -5.57 -0.53 3.77
C: -2.40 -4.67 -0.06
C: -3.17 -5.96 0.02
O: -3.34 -6.55 1.09
C: -3.74 -6.51 -1.27
H: -2.05 -4.40 0.94
H: -1.53 -4.80 -0.71
H: -3.05 -3.87 -0.44
H: -2.93 -6.72 -1.97
H: -4.44 -5.79 -1.70
H: -4.27 -7.44 -1.06

Properties
- frontier orbital gap (eV) = 9.2532
- HOMO level (eV) = -9.29
- net charge = 0